Entry 1:
81
Properties=species:S:1:pos:R:3:mulliken_charge:R:1 method="wB97M-V/def2-TZVPD" spin_multiplicity=4 gap_ha="0.271 / 0.298" total_charge=+1 e_homo_ev="-11.6 / -11.6" total_energy_ev=-158615.5744
Cr -0.77 -0.50 -0.37 0.33
C 2.17 -3.41 -1.51 0.71
F 2.68 -2.75 -0.48 -0.20
F 2.42 -2.82 -2.65 -0.17
F 2.65 -4.70 -1.55 -0.22
S 0.23 -3.69 -1.18 0.22
O -0.07 -4.78 -2.07 -0.48
O 0.18 -4.01 0.24 -0.55
N -0.48 -2.09 -1.52 -0.46
S -0.81 -2.20 -3.12 0.64
O -1.23 -0.88 -3.58 -0.64
O 0.07 -2.92 -4.00 -0.50
C -2.58 -3.12 -3.02 0.52
F -3.31 -2.84 -4.07 -0.26
F -2.41 -4.46 -3.10 -0.24
F -3.29 -2.79 -1.96 -0.12
C -2.31 2.93 -1.84 0.51
F -3.13 2.40 -0.96 -0.15
F -2.45 2.29 -2.98 -0.26
F -2.64 4.16 -2.27 -0.24
S -0.44 2.77 -1.26 0.64
O 0.20 3.74 -2.16 -0.56
O -0.46 3.14 0.14 -0.62
N -0.02 1.04 -1.37 -0.10
S 1.48 1.21 -2.08 0.37
O 2.34 2.32 -1.67 -0.46
O 2.05 -0.13 -1.87 -0.42
C 1.04 1.24 -4.00 0.53
F 1.79 2.19 -4.62 -0.23
F 1.38 0.09 -4.63 -0.19
F -0.23 1.61 -4.25 -0.14
O 0.89 -0.88 0.78 2.01
H 1.53 -0.24 1.07 -0.26
H 0.87 -1.54 1.48 -0.08
O -2.93 -4.17 0.59 -0.50
H -2.93 -4.99 0.08 0.24
H -3.55 -4.33 1.30 0.22
O 0.66 -2.77 2.94 -0.46
H 0.49 -3.71 2.88 0.22
H 0.56 -2.57 3.87 0.22
O -4.21 -0.07 -3.57 -0.48
H -4.18 -0.85 -4.13 0.27
H -4.33 0.66 -4.17 0.26
O -2.64 -0.13 -1.28 1.36
H -2.83 0.14 -2.17 -0.08
H -3.48 -0.07 -0.82 0.09
O -1.82 -1.68 1.02 0.76
H -2.05 -2.60 0.88 -0.05
H -1.94 -1.54 1.95 0.04
O -2.29 -0.71 3.53 -0.49
H -2.11 -1.34 4.23 0.22
H -2.63 0.06 3.97 0.20
O -2.29 2.78 2.52 -0.46
H -2.89 2.27 3.08 0.22
H -2.44 3.69 2.79 0.25
O 0.62 0.80 3.66 -0.49
H 0.70 0.30 4.47 0.20
H 0.22 1.63 3.92 0.27
O -4.97 -0.30 0.10 -0.48
H -5.75 -0.72 -0.27 0.26
H -5.31 0.47 0.55 0.25
O -1.11 0.89 1.33 0.20
H -0.70 0.57 2.13 -0.02
H -1.54 1.70 1.59 0.10
C 4.42 0.57 0.59 -1.02
C 3.51 0.98 1.81 0.16
C 4.24 2.19 2.61 -1.06
O 4.40 3.17 1.63 -0.21
C 5.23 4.24 2.05 -0.93
N 2.29 1.43 1.32 -0.55
H 3.87 -0.25 0.12 -0.02
H 5.46 0.46 0.89 0.48
H 4.36 1.24 -0.26 0.28
H 3.39 0.16 2.52 0.32
H 5.17 1.75 2.98 0.45
H 3.67 2.50 3.48 0.46
H 4.73 4.61 2.95 0.35
H 5.24 5.15 1.44 0.27
H 6.22 3.94 2.39 0.33
H 2.41 2.31 0.85 0.43
H 1.70 1.76 2.08 -0.03

=====

Entry 2:
17
Properties=species:S:1:pos:R:3:mulliken_charge:R:1 method="wB97M-V/def2-TZVPD" gap_ha=0.317 e_homo_ev=-8.9 smiles=Cc1cc(O)oc2nncc1-2 total_energy_ev=-14429.0297
C -0.94 -0.58 1.82 -1.50
C -0.25 -0.12 0.61 1.12
C 0.92 0.70 0.79 -0.52
C 1.72 1.11 -0.32 0.52
O 2.88 1.80 -0.30 -0.50
O 1.34 0.78 -1.53 -0.27
C 0.20 -0.01 -1.67 0.02
N -0.25 -0.41 -2.81 -0.49
N -1.44 -1.13 -2.59 -0.51
C -1.68 -1.24 -1.27 -0.90
C -0.68 -0.46 -0.63 0.94
H -0.29 -1.01 2.58 0.37
H -1.34 0.26 2.40 0.34
H -1.76 -1.30 1.56 0.32
H 1.16 1.13 1.75 0.24
H 3.02 2.16 0.64 0.37
H -2.60 -1.67 -1.01 0.47